(1)
C7H14O2 | ωB97M-V/def2-TZVPD

The geometry in ORCA input format:
```
! wB97M-V def2-TZVPD RIJCOSX def2/J DEFGRID3
* xyz 0 1
C -1.72090 0.82035 -1.32960
C -0.27630 0.50083 -1.07552
C 0.25797 0.47891 0.28810
C 0.92064 -1.00095 0.52224
C 1.08000 1.49905 -0.33838
C 1.76785 -0.88712 1.78607
C -0.16469 -2.06142 0.66282
O -1.88492 1.58858 -2.50672
O -2.26523 1.49127 -0.21703
H -3.18746 1.69154 -0.41430
H -1.29372 2.35113 -2.44488
H -2.29334 -0.09749 -1.53781
H 0.17283 -0.05245 -1.89148
H -0.39578 0.72713 1.11568
H 1.56292 -1.21292 -0.33406
H 1.22896 2.37208 0.28066
H 1.92700 1.33884 -0.99083
H 2.53574 -0.12677 1.66995
H 1.15293 -0.62003 2.64537
H 2.21647 -1.85639 2.00830
H -0.93811 -1.73008 1.35434
H -0.67079 -2.22280 -0.28669
H 0.26791 -2.99132 1.03378
*
```

Computed properties:
Energy relative to the best compared isomer or geometry (same formula, charge and spin)   255.35 kJ/mol
HOMO energy   -8.45 eV
SMILES   CC(C)[C@H]1C[C@@H]1C(O)O
Orbital gap   9.281 eV
LUMO energy   0.8 eV



(2)
C37H73Br16ClO3 | ωB97M-V/def2-TZVPD

The geometry in ORCA input format:
```
! wB97M-V def2-TZVPD RIJCOSX def2/J DEFGRID3
* xyz 0 1
C -1.08172 -0.06657 6.58015
C -1.43941 0.42755 5.19209
C -2.59632 1.42569 5.17613
C -3.92373 0.80047 4.77300
C -4.01668 0.38870 3.31951
C -4.11493 1.58005 2.38795
C -2.75168 2.08789 1.93634
C -2.48203 1.86340 0.46426
C -1.01037 1.72631 0.13126
C -0.17508 2.97100 0.42989
C 1.07438 2.68147 1.24119
C 0.76391 2.14846 2.62055
C 1.86078 2.27917 3.66845
C 2.85703 1.11807 3.82737
C 3.13952 0.21466 2.63542
C 4.48325 -0.49637 2.82493
C 5.02277 -1.18911 1.56765
C 5.72861 -2.51923 1.85649
C 7.07502 -2.68677 1.14707
C 7.11694 -3.77747 0.10126
O 5.83512 -3.85837 -0.56866
C 5.65183 -5.02233 -1.22505
O 6.13967 -5.38365 -2.31917
O 4.79055 -5.74297 -0.43573
Cl 4.09727 -7.07642 -1.18314
H -1.73871 -0.86273 6.89830
H -1.12364 0.74224 7.29280
H -0.07910 -0.46916 6.60330
H -0.56641 0.90222 4.76044
H -1.65409 -0.41704 4.55206
H -2.35130 2.23541 4.50301
H -2.70480 1.83865 6.17008
H -4.06609 -0.08799 5.38318
H -4.74366 1.45933 5.02348
H -3.19876 -0.25733 3.02954
H -4.91750 -0.19867 3.20725
H -4.70163 2.35248 2.86539
H -4.67692 1.28128 1.51247
H -2.69841 3.15576 2.11507
H -1.95102 1.64485 2.51111
H -2.91458 2.66747 -0.11318
H -2.98455 0.96004 0.13905
H -0.62204 0.87120 0.66782
H -0.92584 1.48723 -0.91759
H 0.16532 3.37527 -0.51355
H -0.77004 3.73430 0.91202
H 1.67809 1.99269 0.66090
H 1.65320 3.59302 1.34038
H 0.43311 1.11737 2.58483
H -0.07987 2.72392 2.98214
H 2.39160 3.21308 3.54729
H 1.34899 2.36470 4.61845
H 3.79628 1.51321 4.18794
H 2.48066 0.49083 4.62537
H 2.37219 -0.54662 2.56585
H 3.18836 0.76738 1.70813
H 5.18272 0.28888 3.07287
H 4.40262 -1.19913 3.64128
H 4.25201 -1.38610 0.83488
H 5.71847 -0.51493 1.09078
H 5.94170 -2.54727 2.91424
H 5.05824 -3.33459 1.63223
H 7.39152 -1.76113 0.69261
H 7.83320 -2.94100 1.87612
H 7.37431 -4.73508 0.53895
H 7.86997 -3.55764 -0.64084
Br 7.85299 -3.54645 4.81080
C 7.12430 -5.11569 3.92511
C 8.03038 -6.30897 4.03072
Br 9.54306 -6.12735 2.82352
H 6.95133 -4.83393 2.89157
H 6.17083 -5.30560 4.41117
H 7.50621 -7.20698 3.71377
H 8.42842 -6.45135 5.02870
Br 9.19289 -6.83434 -1.22436
C 10.70396 -7.99127 -1.61381
C 11.72221 -7.96374 -0.50605
Br 12.75846 -6.31901 -0.50964
H 11.11165 -7.66415 -2.56339
H 10.29002 -8.99073 -1.71923
H 12.44364 -8.76657 -0.63451
H 11.26306 -8.03891 0.47356
Br -4.71078 1.06319 -5.18189
C -5.50281 2.79130 -4.75898
C -5.26799 3.78948 -5.85942
Br -3.44286 4.47157 -5.86321
H -5.08992 3.10715 -3.80741
H -6.56700 2.60082 -4.63822
H -5.90077 4.65826 -5.71855
H -5.44140 3.37089 -6.84391
Br 2.47204 -0.99896 -1.04727
C 2.52749 -1.57650 -2.90513
C 3.29227 -0.61250 -3.77358
Br 2.27704 1.00357 -4.15104
H 1.49901 -1.69717 -3.22769
H 3.02306 -2.54415 -2.89243
H 3.49765 -1.06056 -4.74230
H 4.22202 -0.29657 -3.31438
Br -4.60307 -3.49467 3.22642
C -5.04998 -3.91870 1.38146
C -4.41186 -2.96023 0.41339
Br -5.30441 -1.23357 0.39954
H -6.13181 -3.91211 1.31347
H -4.67915 -4.92691 1.21569
H -4.49410 -3.34026 -0.60194
H -3.36984 -2.76948 0.64576
Br -8.13866 1.11740 -1.59472
C -9.48180 2.47318 -1.21296
C -9.83421 3.32539 -2.41033
Br -8.47013 4.62554 -2.89030
H -9.09990 3.05084 -0.37894
H -10.36407 1.92449 -0.89356
H -10.72536 3.90961 -2.19527
H -10.00227 2.73548 -3.30434
Br -2.45139 10.87988 -5.38027
C -2.55998 9.20150 -6.35976
C -2.63724 8.01242 -5.44283
Br -0.91733 7.60115 -4.63489
H -1.69285 9.16436 -7.00915
H -3.46321 9.27320 -6.96012
H -2.90802 7.11833 -5.99719
H -3.33659 8.16025 -4.62761
Br -8.55739 4.35112 -6.80418
C -8.18956 2.53435 -7.40749
C -9.44221 1.70812 -7.49304
Br -10.06079 1.16257 -5.73132
H -7.46881 2.10678 -6.71861
H -7.73504 2.63977 -8.38957
H -9.24790 0.78420 -8.03133
H -10.25980 2.24126 -7.96414
*
```

Computed properties:
HOMO energy   -9.90 eV
SMILES   CCCCCCCCCCCCCCCCCCCCOC(=O)OCl.BrCCBr.BrCCBr.BrCCBr.BrCCBr.BrCCBr.BrCCBr.BrCCBr.BrCCBr
Orbital gap   9.675 eV
LUMO energy   -0.2 eV



(3)
C29H33Cl3IN2O3P2SSr | ωB97M-V/def2-TZVPD

The geometry in ORCA input format:
```
! wB97M-V def2-TZVPD RIJCOSX def2/J DEFGRID3
* xyz 1 1
Sr -1.16239 -1.08842 1.52724
C -0.97560 -1.99688 5.88168
P -1.79538 -2.14752 4.25309
C -3.44364 -1.42868 4.62351
C -2.19239 -3.95158 4.21741
C -3.19232 -4.31496 3.11431
P -2.68644 -3.74156 1.43179
C -4.13400 -4.28565 0.45547
C -1.45146 -5.02511 0.98046
H -1.64138 -2.32649 6.68011
H -0.69837 -0.95730 6.05489
H -0.06799 -2.60016 5.90082
H -3.95251 -2.00603 5.39697
H -4.07035 -1.39356 3.73135
H -3.30748 -0.40577 4.97536
H -2.58458 -4.24081 5.19526
H -1.25415 -4.49467 4.07545
H -4.16499 -3.86459 3.32513
H -3.34368 -5.39632 3.07683
H -4.35579 -5.33582 0.64947
H -3.93352 -4.15150 -0.60722
H -5.00174 -3.67960 0.71438
H -1.84067 -6.02553 1.17501
H -0.52606 -4.88829 1.54251
H -1.21493 -4.93708 -0.08058
Cl 1.59581 4.97682 1.33170
C 2.30496 3.71916 0.37943
C 1.88903 3.52095 -0.92858
C 2.49826 2.53114 -1.67834
C 3.51128 1.72822 -1.15966
C 4.15852 0.67502 -2.03547
C 3.12864 -0.38232 -2.46495
N 2.46678 -0.92396 -1.28760
C 3.04112 -1.72627 -0.33130
C 2.09284 -1.90371 0.62662
N 0.94573 -1.21736 0.27601
C 1.22052 -0.63859 -0.87794
O 4.84741 1.31525 -3.10062
C 4.60693 0.98768 -4.46617
C 3.34408 1.57600 -5.03587
C 3.07725 2.91266 -5.07857
Cl 4.08326 4.16977 -4.50729
S 1.54983 3.26398 -5.78027
C 1.24963 1.60036 -6.05181
C 2.27675 0.82521 -5.61543
C 3.88835 1.94438 0.16246
Cl 5.12965 0.99231 0.92265
C 3.29786 2.93463 0.93442
H 1.11605 4.14589 -1.35539
H 2.19679 2.39750 -2.71187
H 4.91270 0.15496 -1.44318
H 3.61537 -1.20006 -2.99368
H 2.36597 0.04635 -3.11092
H 4.05312 -2.08452 -0.41049
H 2.16603 -2.46242 1.54543
H 0.55094 0.00430 -1.42935
H 4.61992 -0.09236 -4.63509
H 5.46807 1.40490 -4.98666
H 0.33654 1.29023 -6.53473
H 2.29334 -0.25304 -5.71340
H 3.62254 3.09715 1.95227
I -4.12203 6.70030 -1.43715
C -3.47420 4.85721 -0.69175
C -2.51812 4.82517 0.31403
C -2.09636 3.60115 0.80757
C -2.61302 2.42233 0.28473
C -3.56621 2.46671 -0.72724
C -4.00767 3.68616 -1.21438
C -2.12688 1.11021 0.79312
O -1.39358 1.07655 1.82959
O -2.44114 0.04899 0.16298
H -2.10731 5.74366 0.71010
H -1.35891 3.55140 1.59714
H -3.95103 1.53926 -1.12981
H -4.75359 3.72453 -1.99599
*
```

Computed properties:
Energy relative to the best compared isomer or geometry (same formula, charge and spin)   110.47 kJ/mol
HOMO energy   -10.65 eV
Orbital gap   8.478 eV
LUMO energy   -2.2 eV



(4)
C4H14NO | ωB97M-V/def2-TZVPD

The geometry in ORCA input format:
```
! wB97M-V def2-TZVPD RIJCOSX def2/J DEFGRID3
* xyz 1 1
C -0.07997 0.87065 -0.80504
C 0.53223 -0.65929 -0.96383
C 1.87655 -0.79067 -0.18147
C 2.06627 -0.60262 1.30573
N -0.79010 1.09715 0.42695
H 0.72303 1.66391 -0.71270
H -0.82376 1.09359 -1.58835
H -0.19420 -1.24934 -0.43877
H 0.51372 -0.88157 -2.01760
H 2.21212 -1.80481 -0.44112
H 2.47855 -0.01735 -0.59860
H 1.36917 -1.32575 1.84386
H 1.74301 0.41081 1.52831
H 3.01609 -0.60365 1.60563
H -0.16644 1.16919 1.25275
H -1.57623 0.39747 0.51178
H -1.19542 2.05388 0.41158
H -3.69241 0.25284 -0.97137
H -4.40012 -0.84284 -0.04096
O -3.61208 -0.23160 -0.12680
*
```

Computed properties:
Energy relative to the best compared isomer or geometry (same formula, charge and spin)   150.62 kJ/mol
HOMO energy   -14.98 eV
Orbital gap   11.554 eV
LUMO energy   -3.4 eV



(5)
CH5NO2P | ωB97M-V/def2-TZVPD

The geometry in ORCA input format:
```
! wB97M-V def2-TZVPD RIJCOSX def2/J DEFGRID3
* xyz -1 1
C 0.39035 2.54950 -0.12708
N -0.54950 -2.60986 0.07258
O 1.60602 0.10124 0.49960
O -0.89407 0.13322 0.62207
P 0.34659 0.80460 0.05349
H -0.40176 3.11092 -0.48014
H 0.23482 -2.02668 -0.15220
H 1.43482 2.72055 -0.48830
H -1.08601 -2.00164 0.73768
H -1.08127 -2.78185 -0.73769
*
```

Computed properties:
Energy relative to the best compared isomer or geometry (same formula, charge and spin)   186.67 kJ/mol
HOMO energy   -3.87 eV
Orbital gap   8.007 eV
LUMO energy   4.1 eV